(1)
2 unconnected molecules or ions with the total composition C4H8O2, computed with ωB97M-V/def2-TZVPD.

Calculated values
Structure (SMILES) = C=CO.CC=O
2S+1 = 1
DFT total energy = -8371.4317 eV
HOMO-LUMO gap = 9.77 eV
LUMO level = 0.7975 eV
HOMO energy = -9.0 eV
Relative energy (zero: lowest compared OMol25 entry of this formula, charge and spin) = 178.50 kJ/mol
Charge = 0

```
14
Properties=species:S:1:pos:R:3:mulliken_charge:R:1
C -1.219 -0.692 1.990 -0.697
C -1.120 -1.042 0.710 -0.058
O -1.979 -0.564 -0.227 -0.534
H -1.971 0.031 2.290 0.254
H -0.598 -1.150 2.749 0.262
H -0.355 -1.739 0.357 0.370
H -1.548 -0.589 -1.099 0.403
C 1.891 0.884 -0.844 -0.995
C 0.431 0.739 -1.127 0.288
O -0.009 0.013 -2.002 -0.593
H 2.064 0.838 0.236 0.288
H 2.444 0.096 -1.360 0.295
H 2.229 1.865 -1.195 0.325
H -0.260 1.310 -0.479 0.391
```

=====

(2)
A molecular structure, C31H54N3OP2Sr in a non-equilibrium geometry, computed with ωB97M-V/def2-TZVPD.

Calculated values
2S+1 = 1
DFT total energy = -58949.0113 eV
HOMO-LUMO gap = 5.86 eV
LUMO level = -2.3592 eV
HOMO energy = -8.2 eV
Charge = +1

```
92
Properties=species:S:1:pos:R:3:mulliken_charge:R:1
C -2.050 1.311 -1.403 -0.375
C -1.838 -0.975 -0.887 0.057
C -3.184 1.083 -2.178 -0.913
C -3.070 -1.222 -1.557 -1.540
C -3.744 -0.200 -2.193 -0.876
H -3.633 1.917 -2.716 0.478
H -3.436 -2.249 -1.586 0.491
H -4.674 -0.395 -2.722 0.399
N -1.438 0.335 -0.707 1.454
P -0.658 3.047 0.283 1.055
P 0.343 -2.809 0.221 -0.105
C -1.454 2.727 -1.353 -0.984
H -0.721 2.859 -2.171 0.685
H -2.251 3.458 -1.556 0.499
C -1.133 -2.156 -0.467 -0.082
H -1.860 -2.994 -0.463 0.110
C 0.789 -4.017 -1.240 2.278
C -0.159 -3.786 1.864 2.074
C 0.994 3.951 -0.071 2.115
C -2.058 4.009 1.127 1.472
C 2.319 -3.982 -1.340 -1.513
H 2.798 -4.367 -0.428 0.363
H 2.648 -4.609 -2.182 0.507
H 2.676 -2.958 -1.503 -0.028
C 0.307 -5.452 -1.044 -2.083
H 0.737 -5.937 -0.160 0.352
H -0.788 -5.506 -1.011 0.421
H 0.624 -6.040 -1.919 0.544
C 0.147 -3.505 -2.534 -1.669
H 0.555 -4.067 -3.385 0.615
H -0.940 -3.646 -2.538 0.386
H 0.350 -2.440 -2.687 0.024
C 1.117 -4.479 2.375 -1.747
H 1.919 -3.753 2.573 0.306
H 0.891 -4.996 3.319 0.499
H 1.509 -5.232 1.676 0.281
C -0.654 -2.776 2.914 -1.644
H 0.083 -1.999 3.170 0.078
H -1.601 -2.304 2.612 0.124
H -0.864 -3.329 3.844 0.603
C -1.289 -4.791 1.645 -1.877
H -1.042 -5.587 0.939 0.310
H -1.498 -5.279 2.610 0.587
H -2.213 -4.298 1.316 0.265
C -1.657 4.278 2.587 -1.532
H -2.474 4.829 3.073 0.501
H -1.496 3.350 3.153 0.114
H -0.747 4.885 2.671 0.242
C -3.323 3.128 1.103 -1.617
H -3.690 2.963 0.083 0.299
H -3.166 2.154 1.589 -0.114
H -4.112 3.658 1.658 0.619
C -2.355 5.323 0.394 -1.663
H -3.327 5.696 0.749 0.524
H -1.610 6.098 0.605 0.338
H -2.432 5.205 -0.694 0.245
C 1.372 3.889 -1.556 -2.117
H 0.659 4.431 -2.192 0.425
H 2.355 4.368 -1.689 0.598
H 1.461 2.856 -1.917 0.008
C 2.073 3.208 0.754 -1.798
H 2.238 2.177 0.389 0.181
H 3.029 3.739 0.647 0.518
H 1.831 3.172 1.829 0.320
C 0.929 5.421 0.352 -1.850
H 0.230 5.993 -0.271 0.339
H 0.665 5.550 1.409 0.285
H 1.928 5.861 0.208 0.528
Sr 0.142 0.254 1.377 1.838
C -2.222 0.387 2.935 0.253
O -3.001 0.228 3.761 -0.184
N 1.332 -0.459 -0.677 0.289
C 1.597 -0.787 -1.781 -1.098
C 2.508 -0.592 -3.014 2.682
C 2.121 -1.502 -4.174 -1.895
C 2.375 0.857 -3.466 -1.879
C 3.944 -0.879 -2.580 -1.581
H 2.234 -2.557 -3.898 0.252
H 1.088 -1.303 -4.480 0.422
H 2.772 -1.318 -5.040 0.538
H 2.753 1.546 -2.701 0.312
H 2.941 1.026 -4.392 0.543
H 1.326 1.106 -3.669 0.369
H 4.630 -0.751 -3.428 0.446
H 4.245 -0.208 -1.764 0.282
H 4.062 -1.904 -2.217 0.452
C 0.732 0.343 6.452 -1.012
C 0.634 0.329 5.013 0.390
N 0.576 0.345 3.848 -0.769
H 1.571 -0.289 6.774 0.328
H -0.197 -0.040 6.895 0.299
H 0.901 1.371 6.800 0.333
```

=====

(3)
2 unconnected molecules or ions with the total composition C4H3NO2S in a non-equilibrium geometry, computed with ωB97M-V/def2-TZVPD.

Calculated values
Structure (SMILES) = C#C[N+](=O)[O-].C1=CS1
2S+1 = 1
DFT total energy = -20607.5084 eV
HOMO-LUMO gap = 6.85 eV
LUMO level = -1.1091 eV
HOMO energy = -8.0 eV
Relative energy (zero: lowest compared OMol25 entry of this formula, charge and spin) = 921.11 kJ/mol
Charge = 0

```
11
Properties=species:S:1:pos:R:3:mulliken_charge:R:1
C -2.098 1.791 -1.035 -0.310
C -2.662 0.838 -0.625 0.012
N -3.455 -0.177 -0.103 0.830
O -2.896 -0.679 0.877 -0.470
O -4.499 -0.429 -0.662 -0.478
H -1.338 2.285 -1.585 0.405
C 0.521 -0.884 0.797 -0.105
C 1.780 -0.896 0.318 -0.430
S 0.782 0.799 0.258 -0.202
H -0.271 -1.264 1.420 0.413
H 2.530 -1.523 -0.210 0.333
```

=====

(4)
A molecular structure, As2F12K in a non-equilibrium geometry, computed with ωB97M-V/def2-TZVPD.

Calculated values
2S+1 = 1
DFT total energy = -170620.8194 eV
HOMO-LUMO gap = 8.60 eV
LUMO level = -0.7936 eV
HOMO energy = -9.4 eV
Charge = -1

```
15
Properties=species:S:1:pos:R:3:mulliken_charge:R:1
K -2.423 -1.171 0.607 1.001
As 0.976 -5.425 -3.408 1.970
F 1.174 -7.174 -3.768 -0.488
F 2.480 -5.411 -2.401 -0.486
F 0.724 -3.682 -2.990 -0.510
F -0.661 -5.401 -4.204 -0.499
F 0.038 -5.855 -1.917 -0.511
F 1.803 -5.185 -4.988 -0.477
As -0.612 5.582 3.293 1.968
F -0.676 5.031 4.960 -0.468
F -0.019 7.157 3.942 -0.495
F -0.426 6.272 1.590 -0.511
F -1.260 4.033 2.704 -0.501
F -2.252 6.218 3.506 -0.478
F 1.134 5.012 3.073 -0.516
```

=====

(5)
2 unconnected molecules or ions with the total composition CH3FIP in a non-equilibrium geometry, computed with ωB97M-V/def2-TZVPD.

Calculated values
2S+1 = 1
DFT total energy = -21189.1480 eV
HOMO-LUMO gap (alpha / beta) = 8.58 / 7.12 eV
LUMO level (alpha / beta) = -0.1801 / -1.0798 eV
HOMO energy (alpha / beta) = -8.8 / -8.2 eV
Relative energy (zero: lowest compared OMol25 entry of this formula, charge and spin) = 335.81 kJ/mol
Charge = 0

```
7
Properties=species:S:1:pos:R:3:mulliken_charge:R:1
C 1.803 -0.003 -0.423 -0.833
F -1.826 0.027 -0.726 -0.227
P -2.844 0.524 0.457 0.211
I 1.787 -0.166 1.599 0.100
H 1.662 0.821 -1.125 0.377
H 1.764 -0.845 -1.101 0.351
H -2.347 -0.359 1.319 0.020
```

=====

(6)
A molecular structure, C11H21N4PdS2Si, computed with ωB97M-V/def2-TZVPD.

Calculated values
Expectation value of S² = 2.0079
2S+1 = 3
DFT total energy = -50738.5637 eV
HOMO-LUMO gap (alpha / beta) = 5.90 / 6.47 eV
LUMO level (alpha / beta) = 2.8072 / 2.2289 eV
HOMO energy (alpha / beta) = -3.1 / -4.2 eV
Relative energy (zero: lowest compared OMol25 entry of this formula, charge and spin) = 0.00 kJ/mol
Charge = -1

```
40
Properties=species:S:1:pos:R:3:mulliken_charge:R:1
Pd 0.680 -0.390 0.065 -0.285
N -2.875 0.184 -0.621 -0.361
C -3.303 -0.739 0.430 -0.847
C -2.396 -1.962 0.485 0.142
C -2.328 -2.733 -0.842 -0.777
C -0.965 -2.720 -1.525 -0.639
N -0.504 -1.349 -1.782 -0.412
H -1.931 0.510 -0.409 -0.349
H -3.470 1.004 -0.637 0.319
H -4.324 -1.063 0.201 0.458
H -3.327 -0.272 1.424 0.384
H -2.755 -2.615 1.285 0.431
H -1.391 -1.645 0.792 -0.199
H -3.064 -2.314 -1.536 0.404
H -2.603 -3.778 -0.685 0.330
H -1.036 -3.303 -2.451 0.391
H -0.221 -3.208 -0.890 0.281
H -1.264 -0.779 -2.138 0.207
H 0.260 -1.343 -2.447 0.268
S 2.738 -0.551 -1.075 -0.417
C 3.829 -0.797 0.261 0.545
C 5.219 -0.876 -0.080 -0.127
N 6.326 -0.950 -0.388 -0.521
C 3.435 -0.914 1.558 0.550
S 1.788 -0.841 2.106 -0.364
C 4.421 -1.117 2.581 -0.169
N 5.188 -1.277 3.426 -0.510
C -0.845 2.567 1.533 -1.139
Si 0.342 1.981 0.167 0.974
C -0.272 2.798 -1.437 -1.218
C 2.008 2.769 0.560 -1.081
H -0.859 3.661 1.595 0.361
H -0.518 2.175 2.499 0.277
H -1.870 2.226 1.365 0.280
H -0.316 3.888 -1.335 0.352
H -1.268 2.450 -1.727 0.319
H 0.412 2.565 -2.257 0.290
H 1.929 3.857 0.654 0.368
H 2.734 2.534 -0.220 0.253
H 2.394 2.364 1.498 0.233
```